No. 1
Below is a molecular structure, C35H57AsBeNO3S2 at a distorted geometry, with properties calculated with ωB97M-V with the def2-TZVPD basis set.

Its charge is +1. The value obtained for the molecular weight is 687.91 g mol⁻¹. Its frontier orbital gap (alpha / beta) is 4.64 / 5.05 eV. As for the LUMO energy (alpha / beta): -4.4 / -4.1 eV. As for the relative energy (zero: lowest compared OMol25 entry of this formula, charge and spin): 36.2 kcal/mol.

Each line ends with the Mulliken charge.
Positions of all 100 atoms, in Å:
Be1 13.2043 10.5834 14.6043  -1.195
C1 8.8293 5.5220 14.7415  -1.783
C2 8.3896 6.7577 15.5442  1.614
C3 8.4439 6.4344 17.0539  -1.457
C4 6.9423 7.1456 15.1355  -1.534
C5 9.2908 7.9431 15.2353  -0.165
C6 10.3882 7.8243 14.4010  -0.240
C7 11.1952 8.9399 14.0894  -0.653
N1 12.3504 8.7693 13.4151  0.406
C8 12.8427 9.3512 12.2963  -0.882
C9 12.4394 8.8221 11.0719  -0.688
C10 12.9538 9.2338 9.8619  -0.135
C11 13.8348 10.3183 9.8622  0.288
C12 14.2916 10.8804 11.0658  -0.010
C13 13.7561 10.4432 12.2888  0.349
O1 14.0214 11.1283 13.4028  -0.124
C14 15.1507 12.1198 11.1124  2.339
C15 15.6678 12.3879 9.6981  -2.331
C16 14.3190 13.3260 11.6167  -1.476
C17 16.3904 12.0070 12.0201  -1.480
C18 12.5721 8.4410 8.5898  1.960
C19 13.3962 8.9899 7.4066  -2.031
C20 11.0611 8.5955 8.3263  -1.580
C21 12.8762 6.9328 8.7614  -1.588
C22 10.9046 10.1682 14.7279  1.537
O2 11.7952 11.1509 14.6084  -0.934
C23 9.8117 10.3033 15.6140  -0.771
C24 9.0038 9.1919 15.8134  0.134
C25 9.6128 11.6455 16.3055  2.222
C26 8.3152 11.6239 17.0854  -2.235
C27 10.7664 11.9241 17.3061  -1.420
C28 9.5334 12.8181 15.3117  -1.581
H1 8.0942 4.7067 14.8784  0.437
H2 9.8391 5.1847 15.0474  0.266
H3 8.8525 5.7708 13.6579  0.349
H4 7.8027 5.5709 17.2589  0.446
H5 8.1051 7.2963 17.6384  0.298
H6 9.4880 6.1902 17.3270  0.274
H7 6.2594 6.2830 15.2365  0.443
H8 6.9159 7.5238 14.1020  0.339
H9 6.5684 7.9484 15.7893  0.335
H10 10.6860 6.8565 14.0120  0.387
H11 11.6860 8.0493 11.1119  0.443
H12 14.1938 10.7288 8.9316  0.612
H13 14.8402 12.6900 9.0370  0.384
H14 16.2194 11.5250 9.2817  0.400
H15 16.4049 13.2125 9.7177  0.462
H16 13.3999 13.4007 11.0465  0.312
H17 14.9004 14.2518 11.4524  0.437
H18 14.0914 13.2490 12.6904  0.144
H19 16.9852 11.0968 11.7890  0.286
H20 16.1074 12.0217 13.0759  0.125
H21 17.0754 12.8585 11.8651  0.477
H22 13.1062 10.0283 7.2000  0.362
H23 13.2349 8.3791 6.5026  0.422
H24 14.4955 8.9577 7.6036  0.378
H25 10.7629 9.6546 8.3030  0.316
H26 10.4620 8.0925 9.1192  0.296
H27 10.7789 8.1643 7.3465  0.449
H28 13.9478 6.7908 8.9756  0.331
H29 12.6817 6.3809 7.8171  0.437
H30 12.2796 6.4620 9.5403  0.304
H31 8.1062 9.2978 16.3833  0.600
H32 8.2947 10.8138 17.8623  0.356
H33 7.4453 11.4999 16.4249  0.429
H34 8.2181 12.5807 17.6294  0.437
H35 10.9147 11.1093 18.0316  0.257
H36 10.5161 12.8387 17.8562  0.547
H37 11.7176 12.0883 16.7689  0.193
H38 8.6931 12.6752 14.6217  0.373
H39 10.4492 12.9225 14.7333  0.233
H40 9.3427 13.7723 15.8559  0.404
C29 18.2849 10.8002 17.3231  -1.059
As1 16.4889 10.0246 17.3761  0.783
C30 16.2848 8.8690 18.9166  -1.063
C31 15.2141 11.4596 17.5926  -0.900
S1 16.5628 8.8035 15.5338  -0.287
H41 18.4327 11.3422 18.2528  0.409
H42 18.3356 11.5173 16.4846  0.378
H43 19.0793 10.0539 17.1837  0.398
H44 16.3965 9.4512 19.8224  0.433
H45 17.0612 8.1040 18.8999  0.373
H46 15.2971 8.3768 18.8582  0.324
H47 15.5364 12.0775 18.4355  0.544
H48 14.2131 11.0555 17.8021  0.236
H49 15.1307 12.1027 16.7092  0.326
O3 13.7054 9.6524 15.6815  -0.047
S2 14.4197 8.4795 15.0142  0.430
C32 13.7394 6.6729 15.7063  -0.388
C33 14.0077 5.6073 14.6689  -0.306
C34 15.2942 5.7828 13.8259  -0.490
C35 15.3237 7.0100 13.0268  -1.245
H50 12.6714 6.8846 15.8528  0.002
H51 14.2286 6.5270 16.6833  0.560
H52 13.1559 5.6537 13.9708  0.097
H53 13.9763 4.5980 15.1185  0.462
H54 15.3435 4.9388 13.1016  0.388
H55 16.1831 5.7410 14.4736  0.223
H56 14.5323 7.1400 12.2701  0.378
H57 16.2507 7.5495 12.8543  0.706

***

No. 2
Below is a molecular structure, C37H78F3FeN7O21S4 at a distorted geometry, with properties calculated with ωB97M-V with the def2-TZVPD basis set.

The spin multiplicity is 6. Its charge is -1. The value obtained for the molecular weight is 1198.17 g mol⁻¹. Its frontier orbital gap (alpha / beta) is 7.81 / 7.84 eV. As for the LUMO energy (alpha / beta): 2.0 / 2.0 eV.

Each line ends with the Mulliken spin population.
Positions of all 151 atoms, in Å:
Fe1 0.4209 -1.0110 3.0335  4.232
C1 -4.6597 2.8380 8.2392  0.000
O1 -4.2843 1.8106 7.3637  0.000
C2 -2.8820 1.5116 7.5017  0.001
C3 -2.5598 0.3157 6.5552  0.001
N1 -3.3549 0.2273 5.2554  0.001
H1 -3.1623 -0.6108 4.7256  -0.002
H2 -4.3359 0.0766 5.4422  0.000
C4 -3.0465 1.3785 4.3335  0.003
C5 -3.2233 1.0436 2.8595  -0.001
O2 -4.5376 0.6080 2.6547  0.000
C6 -4.8537 0.0912 1.3831  0.000
H3 -3.9950 3.6978 8.1560  0.000
H4 -4.5387 2.4194 9.2384  0.000
H5 -5.7204 3.0442 8.0964  0.000
H6 -2.4944 1.3357 8.5052  0.000
H7 -2.2736 2.3653 7.2032  0.000
H8 -2.8986 -0.5753 7.0837  -0.001
H9 -1.5193 0.2484 6.2377  0.000
H10 -2.0976 1.8686 4.5515  0.003
H11 -3.8298 2.0694 4.6452  0.001
H12 -2.4679 0.2795 2.6759  0.012
H13 -2.9168 1.9935 2.4214  -0.003
H14 -4.2940 -0.8089 1.1285  0.000
H15 -4.6912 0.9327 0.7097  0.000
H16 -5.8221 -0.3629 1.1732  0.000
C7 5.7184 -2.4240 -1.0170  0.000
O3 5.3722 -1.0727 -0.8255  0.000
C8 4.1488 -0.5981 -1.4130  0.000
C9 3.9984 0.8049 -0.8385  0.001
N2 4.0037 0.7040 0.6919  -0.012
H17 3.2939 0.0402 0.9669  0.006
H18 4.8908 0.3222 0.9875  -0.001
C10 3.7945 1.9845 1.4765  0.000
C11 4.8248 2.9401 1.2618  0.001
O4 6.1623 2.3388 1.1961  0.000
C12 7.1837 3.1519 0.7317  0.000
H19 4.9962 -3.2299 -0.8863  0.000
H20 6.6631 -2.5865 -0.4981  0.000
H21 6.0558 -2.5571 -2.0449  0.000
H22 3.2635 -1.1617 -1.1183  0.000
H23 4.3670 -0.6405 -2.4801  0.000
H24 3.1908 1.3688 -1.3053  0.000
H25 4.9447 1.2883 -1.0813  0.000
H26 3.7218 1.6081 2.4969  0.001
H27 2.8499 2.2817 1.0210  -0.001
H28 4.9148 3.5570 2.1559  0.000
H29 4.6422 3.4520 0.3169  0.000
H30 7.2556 4.1584 1.1439  0.000
H31 7.1596 3.2849 -0.3499  0.000
H32 8.1100 2.6741 1.0506  0.000
C13 2.1754 -8.5856 0.8433  0.000
O5 1.5382 -7.4089 0.4539  0.000
C14 1.0737 -6.7226 1.6330  0.000
C15 0.3039 -5.4234 1.3431  0.004
N3 0.9624 -4.6807 0.1071  0.002
H33 1.7157 -4.1095 0.4626  0.002
H34 1.3969 -5.3966 -0.4575  0.000
C16 0.1046 -3.8886 -0.8090  -0.001
C17 -0.7238 -4.7880 -1.8090  0.000
O6 0.2196 -5.7218 -2.3391  0.000
C18 -0.5038 -6.5869 -3.1812  0.000
H35 3.2561 -8.4848 0.9436  0.000
H36 2.1038 -9.3195 0.0405  0.000
H37 1.8272 -8.9765 1.7993  0.000
H38 1.9020 -6.5225 2.3128  0.000
H39 0.3346 -7.4258 2.0169  0.000
H40 0.4296 -4.6966 2.1457  -0.004
H41 -0.7523 -5.6325 1.1738  0.000
H42 0.8547 -3.3248 -1.3636  0.000
H43 -0.5570 -3.2208 -0.2573  0.000
H44 -1.2465 -4.1880 -2.5539  0.000
H45 -1.4327 -5.3862 -1.2366  0.000
H46 0.2696 -7.1339 -3.7204  0.000
H47 -1.1136 -6.0547 -3.9112  0.000
H48 -1.0285 -7.3300 -2.5807  0.000
S1 -1.5085 -2.5922 3.9575  0.016
O7 -0.6288 -1.6012 4.4684  0.125
O8 -1.0847 -3.9206 4.3532  0.015
O9 -2.9449 -2.3424 4.1726  0.010
O10 -1.0051 -2.3428 2.6281  0.123
S2 0.8117 1.2884 4.4463  -0.017
O11 -0.0435 0.8046 3.3096  0.121
O12 1.6712 2.4121 4.1264  0.011
O13 0.0376 1.5402 5.6542  0.012
O14 1.5839 -0.0170 4.4145  0.120
S3 2.6921 -2.1207 2.2976  0.018
O15 1.5689 -2.5296 3.1580  0.142
O16 2.7671 -2.9240 1.1057  -0.002
O17 2.1673 -0.7754 2.0912  0.079
O18 3.9663 -2.0153 3.0002  0.012
C19 -1.5634 0.5674 -1.1182  0.009
F1 -2.2592 1.3916 -0.2955  -0.001
F2 -2.2900 -0.5146 -1.4869  0.000
F3 -1.2710 1.1048 -2.3007  0.000
S4 0.1249 0.0348 -0.2914  0.008
O19 0.9761 1.2226 -0.3651  -0.004
O20 -0.1367 -0.5027 1.0822  -0.042
O21 0.6155 -0.9494 -1.2794  -0.001
C20 -2.5010 1.1849 -6.5502  0.000
C21 -3.0572 1.1181 -5.0861  0.000
N4 -4.5175 1.4370 -5.0421  0.000
C22 -5.2837 0.1802 -5.5055  0.000
C23 -6.6871 0.5684 -5.9613  0.000
C24 -4.9314 1.7510 -3.6771  0.000
C25 -4.7289 3.2462 -3.2240  0.000
H49 -1.4429 0.9293 -6.4930  0.000
H50 -2.5232 2.2140 -6.9087  0.000
H51 -3.0010 0.5023 -7.2374  0.000
H52 -2.9296 0.1749 -4.5548  0.000
H53 -2.3934 1.8234 -4.5860  0.000
H54 -4.7773 -0.2563 -6.3664  0.000
H55 -5.3309 -0.5985 -4.7442  0.000
H56 -6.5968 1.3310 -6.7349  0.000
H57 -7.2937 -0.2398 -6.3699  0.000
H58 -7.2758 0.9949 -5.1492  0.000
H59 -4.5245 1.1222 -2.8852  0.000
H60 -5.9576 1.4563 -3.4577  0.000
H61 -3.7300 3.6135 -3.4594  0.000
H62 -4.8178 3.3498 -2.1425  0.000
H63 -5.4744 3.8160 -3.7786  0.000
N5 1.7644 4.4067 -1.7114  0.000
C26 1.6401 3.3236 -2.5722  0.000
C27 2.7230 3.3208 -3.4248  0.000
C28 3.6296 4.2840 -2.9724  0.000
C29 3.0063 4.9734 -1.9228  0.000
H64 1.1478 4.7482 -0.9880  0.000
H65 0.8328 2.6067 -2.5458  0.001
H66 2.8469 2.6969 -4.2976  0.000
H67 4.6224 4.4848 -3.3472  0.000
H68 3.5223 5.6124 -1.2215  0.000
N6 0.9711 4.0352 1.9776  0.000
C30 1.2385 5.2901 1.4349  0.000
C31 0.1045 5.7685 0.7012  0.000
C32 -0.7556 4.6913 0.5930  0.001
C33 -0.2980 3.7116 1.4212  -0.002
H69 1.4716 3.5488 2.7077  0.001
H70 2.0983 5.8172 1.8210  0.000
H71 -0.0381 6.6586 0.1066  0.000
H72 -1.6072 4.6156 -0.0669  0.000
H73 -0.7186 2.7540 1.6904  0.005
N7 1.3544 -0.2390 -3.8095  0.000
C34 2.5243 -0.8489 -4.2754  0.000
C35 2.7743 -0.3189 -5.5277  0.000
C36 1.8088 0.6919 -5.8554  0.000
C37 0.9787 0.6892 -4.7722  0.000
H74 0.8546 -0.3473 -2.9385  -0.001
H75 2.9264 -1.6681 -3.6978  0.000
H76 3.5750 -0.4502 -6.2405  0.000
H77 1.7792 1.3647 -6.6997  0.000
H78 0.1530 1.3745 -4.6499  0.000